Entry from the Open Molecules 2025 dataset: C36H36Cl3GeHfOP2S2Se as an isolated structure (wB97M-V/def2-TZVPD).

The HOMO energy is -10.83 eV. The charge is +1. The gap between HOMO and LUMO comes out at 8.01 eV. The value obtained for the total energy is -8854.6719 Ha. The relative energy (zero: lowest compared OMol25 entry of this formula, charge and spin) is 16.1 kJ/mol.

Atoms and positions in Å:
Hf1 -0.261 0.153 -0.121
S1 -2.600 0.745 -0.889
P1 -2.142 2.213 0.535
C1 -0.506 1.988 1.007
P2 -0.143 1.238 2.519
S2 -0.603 -0.760 2.280
C2 -0.977 1.945 3.951
C3 -1.716 1.172 4.836
C4 -2.258 1.760 5.971
C5 -2.051 3.107 6.222
C6 -1.308 3.879 5.336
C7 -0.770 3.300 4.201
C8 1.620 1.376 2.838
C9 2.342 2.423 2.275
C10 3.690 2.564 2.565
C11 4.313 1.664 3.416
C12 3.592 0.616 3.976
C13 2.247 0.467 3.687
C14 -3.391 2.078 1.826
C15 -3.961 0.850 2.149
C16 -4.878 0.767 3.184
C17 -5.226 1.906 3.896
C18 -4.659 3.132 3.575
C19 -3.745 3.222 2.539
C20 -2.394 3.801 -0.262
C21 -1.386 4.754 -0.255
C22 -1.592 5.976 -0.882
C23 -2.799 6.234 -1.512
C24 -3.811 5.279 -1.513
C25 -3.613 4.061 -0.886
H1 -1.878 0.120 4.636
H2 -2.839 1.161 6.660
H3 -2.466 3.562 7.112
H4 -1.145 4.930 5.536
H5 -0.188 3.899 3.508
H6 1.851 3.115 1.601
H7 4.254 3.374 2.122
H8 5.366 1.776 3.639
H9 4.081 -0.091 4.632
H10 1.693 -0.361 4.111
H11 -3.691 -0.035 1.589
H12 -5.327 -0.186 3.429
H13 -5.946 1.839 4.701
H14 -4.932 4.020 4.130
H15 -3.313 4.183 2.285
H16 -0.448 4.531 0.239
H17 -0.810 6.725 -0.877
H18 -2.958 7.185 -2.004
H19 -4.754 5.487 -2.001
H20 -4.402 3.317 -0.883
Cl1 3.332 -6.200 -0.343
C26 2.826 -4.548 -0.296
C27 1.540 -4.219 -0.702
C28 1.193 -2.888 -0.640
Cl2 -0.438 -2.402 -1.134
C29 2.030 -1.860 -0.207
O1 1.605 -0.611 -0.167
C30 3.313 -2.248 0.193
Cl3 4.397 -1.033 0.748
C31 3.707 -3.575 0.150
H21 0.849 -4.974 -1.044
H22 4.703 -3.850 0.466
C32 -2.744 -1.597 -3.577
Ge1 -2.018 -0.124 -4.640
C33 -3.036 1.537 -4.467
C34 -2.007 -0.665 -6.519
C35 -0.076 0.087 -4.240
Se1 0.673 1.033 -2.712
C36 -0.180 2.766 -2.915
H23 -3.771 -1.802 -3.882
H24 -2.752 -1.408 -2.505
H25 -2.159 -2.500 -3.763
H26 -4.045 1.372 -4.848
H27 -2.582 2.323 -5.073
H28 -3.118 1.886 -3.439
H29 -3.019 -0.902 -6.848
H30 -1.386 -1.549 -6.671
H31 -1.623 0.135 -7.152
H32 0.414 0.551 -5.097
H33 0.355 -0.915 -4.164
H34 -1.246 2.696 -2.717
H35 0.005 3.112 -3.929
H36 0.291 3.440 -2.206

Force components x, y, z for each atom (eV/Å):
Hf -0.1 0.4 0.1
S 0.2 0.0 0.2
P -0.2 -0.1 0.0
C 0.2 -0.2 -0.2
P -0.2 -0.1 0.0
S 0.1 0.0 0.0
C 0.1 -0.1 0.1
C 0.0 0.0 0.0
C 0.0 0.0 0.0
C 0.0 0.0 0.0
C 0.0 0.0 0.0
C 0.0 0.0 0.0
C 0.0 0.1 0.0
C 0.0 0.0 -0.1
C 0.0 0.0 0.0
C 0.0 0.0 0.0
C 0.0 0.0 0.0
C 0.0 0.0 0.0
C 0.0 0.0 0.0
C 0.0 0.0 0.0
C 0.0 0.0 0.0
C 0.0 0.0 0.0
C 0.0 0.0 0.1
C 0.0 0.1 0.0
C 0.0 0.0 0.0
C 0.0 0.0 0.1
C 0.0 0.0 0.0
C 0.0 0.0 0.0
C 0.0 0.0 0.0
C 0.0 0.0 0.0
H 0.0 0.0 0.0
H 0.0 0.0 0.0
H 0.0 0.0 0.0
H 0.0 0.0 0.0
H 0.0 0.0 0.0
H 0.0 0.0 0.0
H 0.0 0.0 0.0
H 0.0 0.0 0.0
H 0.0 0.0 0.0
H 0.0 0.0 0.0
H 0.0 0.0 0.0
H 0.0 0.0 0.0
H 0.0 0.0 0.0
H 0.0 0.0 0.0
H 0.0 0.0 0.0
H 0.0 0.0 0.0
H 0.0 0.0 0.0
H 0.0 0.0 0.0
H 0.0 0.0 0.0
H 0.0 0.0 0.0
Cl 0.0 0.0 0.0
C -0.1 0.0 0.0
C 0.2 0.0 0.1
C -0.1 0.0 -0.1
Cl 0.1 -0.2 0.0
C 0.1 -0.3 0.0
O -0.3 0.2 0.0
C 0.0 0.0 -0.1
Cl 0.0 0.0 0.0
C 0.0 0.1 0.0
H 0.0 0.0 0.0
H 0.0 0.0 0.0
C 0.0 0.0 0.0
Ge 0.0 0.0 0.0
C 0.0 0.0 0.0
C 0.0 0.0 0.0
C 0.0 -0.1 0.0
Se 0.1 0.2 0.1
C 0.0 0.0 -0.1
H 0.0 0.0 0.0
H 0.0 0.0 0.0
H 0.0 0.0 0.0
H 0.0 0.0 0.0
H 0.0 0.0 0.0
H 0.0 0.0 0.0
H 0.0 0.0 0.0
H 0.0 0.0 0.0
H 0.0 0.0 0.0
H 0.0 0.0 0.0
H 0.0 0.0 0.0
H 0.0 0.0 0.0
H 0.0 0.0 0.0
H 0.0 0.0 0.0



Entry from the Open Molecules 2025 dataset: C36H36ClN4O4V as an isolated structure (wB97M-V/def2-TZVPD).

The HOMO energy (alpha / beta) is -7.69 / -7.83 eV. The charge is 0. The multiplicity is 3. The gap between HOMO and LUMO (alpha / beta) comes out at 7.02 / 7.10 eV. The value obtained for the total energy is -3317.8076 Ha. The relative energy (zero: lowest compared OMol25 entry of this formula, charge and spin) is 12.8 kJ/mol.

Atoms and positions in Å:
V1 0.637 0.005 -0.248
C1 -1.519 2.798 -3.902
C2 -2.720 2.701 -3.221
C3 -2.700 2.572 -1.840
C4 -1.464 2.526 -1.208
N1 -0.306 2.627 -1.858
C5 -0.335 2.757 -3.175
C6 -1.332 2.431 0.262
C7 -2.183 3.143 1.098
C8 -1.952 3.130 2.461
C9 -0.840 2.465 2.945
C10 -0.048 1.755 2.052
N2 -0.335 1.678 0.745
C11 1.207 1.091 2.465
C12 1.753 1.225 3.738
C13 3.004 0.688 3.989
C14 3.684 0.048 2.966
C15 3.065 -0.069 1.734
N3 1.854 0.418 1.498
H1 -1.492 2.899 -4.978
H2 -3.661 2.721 -3.754
H3 -3.619 2.468 -1.279
H4 0.628 2.809 -3.667
H5 -2.988 3.724 0.672
H6 -2.609 3.663 3.136
H7 -0.611 2.480 3.998
H8 1.226 1.752 4.517
H9 3.448 0.784 4.970
H10 4.672 -0.363 3.113
H11 3.530 -0.587 0.905
C16 -4.971 0.315 0.811
C17 -3.735 -0.126 1.545
C18 -3.709 -0.156 2.934
C19 -2.577 -0.581 3.623
C20 -2.566 -0.615 5.127
C21 -1.458 -0.969 2.900
C22 -1.457 -0.950 1.501
C23 -2.607 -0.522 0.838
N4 -0.311 -1.308 0.766
C24 0.001 -2.769 0.700
C25 -0.992 -3.644 1.474
C26 -0.061 -3.221 -0.767
C27 1.405 -3.026 1.258
H12 -5.668 -0.516 0.687
H13 -4.723 0.683 -0.184
H14 -5.497 1.102 1.355
H15 -4.584 0.162 3.492
H16 -3.123 0.223 5.547
H17 -1.548 -0.580 5.514
H18 -3.028 -1.533 5.500
H19 -0.558 -1.281 3.419
H20 -2.589 -0.496 -0.247
H21 -2.016 -3.482 1.137
H22 -0.956 -3.473 2.549
H23 -0.736 -4.689 1.294
H24 -1.055 -3.026 -1.172
H25 0.137 -4.294 -0.835
H26 0.669 -2.697 -1.378
H27 1.467 -2.722 2.306
H28 2.146 -2.476 0.682
H29 1.652 -4.088 1.192
C28 -1.332 -1.029 -3.926
C29 -0.202 -0.407 -3.119
O1 0.843 -0.084 -3.670
O2 -0.469 -0.225 -1.868
H30 -0.926 -1.787 -4.594
H31 -1.782 -0.251 -4.547
H32 -2.097 -1.458 -3.283
Cl1 6.861 -0.097 -5.913
C30 5.650 -0.063 -4.665
C31 5.264 -1.252 -4.065
C32 4.297 -1.217 -3.074
C33 3.736 -0.007 -2.687
C34 4.135 1.173 -3.301
C35 5.094 1.152 -4.298
C36 2.696 0.038 -1.622
O3 2.231 -1.048 -1.149
O4 2.293 1.131 -1.161
H33 5.712 -2.184 -4.378
H34 3.959 -2.128 -2.600
H35 3.680 2.103 -2.988
H36 5.411 2.060 -4.790

Force components x, y, z for each atom (eV/Å):
V 0.4 -0.1 -0.5
C 0.0 0.0 0.0
C 0.0 0.0 0.0
C 0.1 -0.1 0.0
C -0.1 0.1 -0.2
N 0.0 0.1 0.2
C 0.0 -0.1 0.0
C -0.2 -0.1 0.1
C 0.1 0.0 0.0
C 0.1 -0.1 -0.1
C 0.0 0.0 -0.2
C -0.2 0.1 0.0
N -0.1 0.4 0.2
C 0.4 -0.2 0.1
C 0.0 0.0 -0.2
C 0.0 0.0 -0.1
C 0.0 0.0 0.0
C 0.0 -0.1 0.0
N -0.3 0.3 0.3
H 0.0 0.0 0.0
H 0.0 0.0 0.0
H 0.0 0.0 0.0
H 0.0 0.0 0.0
H 0.0 0.0 0.0
H 0.0 0.0 0.0
H 0.0 0.0 0.0
H 0.0 0.0 0.0
H 0.0 0.0 0.0
H 0.0 0.0 0.0
H 0.0 0.0 0.0
C 0.0 0.0 0.0
C 0.0 0.0 0.0
C 0.0 0.0 0.0
C 0.0 0.0 0.0
C 0.0 0.0 0.0
C -0.1 0.0 0.0
C 0.0 0.0 0.2
C 0.1 0.0 0.0
N 0.1 -0.2 -0.1
C 0.0 -0.2 -0.1
C 0.0 0.0 0.0
C 0.0 0.0 0.0
C 0.0 0.0 -0.1
H 0.0 0.0 0.0
H 0.0 0.0 0.0
H 0.0 0.0 0.0
H 0.0 0.0 0.0
H 0.0 0.0 0.0
H 0.0 0.0 0.0
H 0.0 0.0 0.0
H 0.0 0.0 0.0
H 0.0 0.0 0.0
H 0.0 0.0 0.0
H 0.0 0.0 0.0
H 0.0 0.0 0.0
H 0.0 0.0 0.0
H 0.0 0.0 0.0
H 0.0 0.0 0.0
H 0.0 0.0 0.0
H 0.0 0.0 0.0
H 0.0 0.0 0.0
C 0.1 0.0 0.0
C 0.1 0.1 -0.4
O -0.1 -0.1 0.0
O 0.0 0.2 0.4
H 0.0 0.0 0.0
H 0.0 0.0 0.0
H 0.0 0.0 0.0
Cl 0.0 0.0 0.0
C 0.0 0.0 0.0
C 0.0 0.0 0.0
C -0.1 0.1 0.0
C 0.0 0.0 0.0
C 0.0 0.0 0.1
C 0.0 0.0 0.0
C 0.3 -0.1 -0.1
O -0.1 -0.3 0.1
O -0.4 0.1 0.0
H 0.0 0.0 0.0
H 0.0 0.0 0.0
H 0.0 0.0 0.0
H 0.0 0.0 0.0